The following is a DFT calculation (the ωB97M-V functional and the def2-TZVPD basis) of C4H9N in the gas phase.

Frontier orbital gap ... 10.13 eV
Relative energy (zero: lowest compared OMol25 entry of this formula, charge and spin) ... 197.3 kJ/mol
Structure (SMILES) ... C=C(C)CN
E_LUMO ... 0.03812 hartree
2S+1 ... 1
E ... -5781.76761 eV

Bonds (Å) are listed after each position.
Geometry (Å):
1 C 0.523 1.485 -0.118  C2 1.316, H6 1.071, H7 1.113
2 C 0.548 0.173 -0.032  C1 1.316, C3 1.541, C4 1.573
3 C 1.781 -0.730 0.173  C2 1.541, H8 1.212, H9 1.198, H10 1.206
4 C -0.751 -0.658 -0.341  C2 1.573, N5 1.476, H11 1.231, H12 1.271
5 N -1.942 0.018 0.210  C4 1.476, H13 0.992, H14 1.063
6 H -0.444 1.911 -0.298  C1 1.071
7 H 1.317 2.222 0.137  C1 1.113
8 H 1.615 -1.734 -0.487  C3 1.212
9 H 2.811 -0.213 -0.155  C3 1.198
10 H 1.666 -0.946 1.354  C3 1.206
11 H -0.852 -0.751 -1.564  C4 1.231
12 H -0.481 -1.830 0.068  C4 1.271
13 H -2.767 -0.524 0.117  N5 0.992
14 H -1.878 0.118 1.266  N5 1.063

In elementary charge units, the Löwdin charges are: 0.00, -0.44, -0.12, -0.28, -0.04, 0.04, 0.07, 0.10, 0.10, 0.11, 0.15, 0.14, 0.04, 0.10